This record from OMol25 describes a structure of composition FeH50O25. The level of theory is ωB97M-V/def2-TZVPD.

2S+1: 6
Expectation value of S²: 8.75
F_max, eV/Å: 1.777
Net charge: +3

Last column: Mulliken spin population.
Atoms and positions in Å:
H1 5.208 1.784 -1.207  0.000
O1 -1.553 -0.190 4.117  0.000
H2 -2.392 0.946 -0.628  -0.008
H3 4.060 -1.896 -3.048  0.000
H4 -2.120 -4.374 0.422  0.000
O2 1.851 -4.347 -1.885  0.000
H5 -4.151 3.732 -0.519  0.000
H6 -2.863 -2.547 2.395  0.000
H7 4.238 0.599 1.491  0.000
O3 1.202 -2.179 2.843  0.001
H8 1.352 -4.463 0.324  0.000
H9 3.275 1.563 -2.175  0.000
H10 -4.278 0.115 -1.613  0.000
H11 0.666 2.805 0.215  -0.003
O4 0.196 0.187 1.866  0.072
H12 -3.749 -0.182 2.532  0.000
H13 -0.313 0.736 2.463  -0.002
H14 4.099 -2.850 -1.874  0.000
H15 -0.723 1.144 -5.403  0.000
H16 -2.339 -0.480 4.582  0.000
H17 3.071 2.251 2.823  0.000
H18 0.569 -0.495 2.426  0.000
H19 -0.007 -1.787 -4.199  -0.001
H20 -0.748 3.170 -2.915  0.000
O5 -1.410 2.241 2.761  0.000
H21 -3.720 1.158 -2.557  0.000
O6 3.538 -2.208 -2.308  0.000
H22 1.652 2.167 -0.740  -0.004
H23 2.117 -1.058 -1.283  0.002
H24 -1.328 -1.894 0.825  -0.001
O7 0.941 1.958 -0.135  0.092
H25 -0.976 -2.311 -0.588  -0.001
H26 -1.875 -1.557 2.975  0.000
O8 -0.053 4.240 1.139  0.001
O9 -0.222 -2.039 -3.300  0.002
H27 -2.204 1.715 2.666  0.000
H28 -1.534 2.716 3.583  0.000
O10 -0.390 1.528 -4.592  0.001
O11 -2.151 -1.956 2.149  0.000
O12 2.683 2.296 3.697  0.000
O13 2.402 1.941 -2.281  0.000
H29 2.410 -3.573 -1.954  0.000
H30 2.492 2.553 -3.011  0.000
O14 -3.490 0.628 -1.795  0.004
H31 -0.279 -0.677 -2.658  -0.004
H32 0.319 -5.215 1.137  0.000
O15 0.613 -4.331 0.919  0.001
O16 -3.853 3.297 0.280  0.001
H33 2.500 -0.523 0.081  -0.006
H34 -4.419 0.734 1.531  0.000
O17 -0.310 0.094 -2.092  0.092
H35 5.401 0.332 -1.589  0.000
H36 0.176 5.161 1.265  0.000
O18 -1.077 2.899 -2.058  0.000
H37 0.249 2.181 -4.880  0.000
H38 -0.465 -2.962 -3.361  0.000
H39 3.696 -0.736 1.954  0.000
Fe1 -0.006 0.191 -0.142  4.540
O19 -2.347 -3.980 -0.420  0.001
H40 1.042 -2.977 2.339  0.001
H41 -4.470 2.576 0.406  0.000
H42 -2.005 2.716 -2.205  0.000
H43 2.585 3.233 3.868  0.000
O20 -0.885 -1.588 0.033  0.086
O21 -1.819 1.107 0.121  0.059
H44 1.687 -2.475 3.613  0.000
H45 -0.374 0.834 -2.696  -0.001
O22 -3.774 0.728 2.238  0.001
H46 -0.742 4.074 1.782  0.000
H47 -3.300 -4.061 -0.473  0.000
O23 1.743 -0.703 -0.476  0.068
H48 -1.559 0.762 4.207  0.000
H49 -2.383 1.531 0.768  0.003
H50 2.462 -5.082 -1.846  0.000
O24 4.724 0.995 -1.451  0.000
O25 3.436 0.078 1.523  0.002

Forces on the atoms, in the same order (eV/Å):
H 0.273 0.388 0.073
O -0.082 -0.462 0.032
H -0.743 -0.178 -1.116
H 0.069 0.082 -0.464
H 0.226 -0.292 0.175
O -0.404 -0.165 0.578
H -0.123 0.353 -0.191
H -0.177 -0.492 -0.146
H 0.328 0.175 -0.120
O 0.130 0.657 0.092
H 0.192 0.000 -0.628
H 0.824 -0.491 0.154
H -0.283 -0.319 0.026
H -1.029 1.036 0.883
O 0.007 0.066 -0.716
H 0.162 -0.353 0.004
H -0.420 1.057 0.137
H 0.508 -0.132 0.222
H -0.222 -0.091 -0.347
H -0.183 -0.046 0.688
H 0.021 -0.056 -0.170
H 0.764 -1.366 0.293
H 0.170 -0.078 -0.509
H -0.057 0.235 -0.298
O 0.602 -0.007 0.036
H -0.087 0.161 -0.365
O -0.190 0.442 0.367
H 0.755 -0.228 -1.289
H 0.047 -0.341 -0.858
H -0.744 -0.135 1.501
O -0.163 -0.828 0.493
H -0.009 -0.507 -0.554
H 0.740 0.526 0.364
O 0.275 -0.172 -0.185
O 0.211 -0.199 -0.426
H -0.998 -0.140 -0.140
H 0.032 0.517 0.329
O -0.021 -0.162 0.446
O -0.809 -0.387 0.017
O -0.220 -0.259 0.009
O -0.753 0.257 -0.213
H -0.091 0.283 -0.434
H -0.050 0.323 -0.149
O -0.017 -0.022 -0.054
H -0.179 -1.644 -0.101
H -0.038 -0.352 0.159
O -0.268 0.451 0.512
O 0.464 -0.420 0.216
H 0.944 0.634 1.259
H -0.406 0.001 0.001
O -0.108 1.169 0.944
H 0.222 -0.246 -0.143
H 0.195 0.328 -0.158
O 0.258 -0.243 0.225
H 0.267 0.180 -0.211
H -0.129 -0.495 0.234
H 0.034 -0.295 0.454
Fe -0.281 0.688 0.532
O 0.207 0.421 -0.079
H -0.289 -0.637 -0.631
H -0.476 0.143 0.026
H -0.248 0.197 0.006
H 0.044 0.302 0.195
O 0.897 0.554 -1.430
O 1.207 -0.283 0.346
H 0.106 0.081 0.411
H -0.021 1.213 -0.249
O 0.145 0.419 -0.011
H -0.291 -0.301 0.072
H -0.338 -0.119 -0.202
O -0.324 -0.275 -0.154
H 0.179 0.209 0.194
H 0.158 0.417 0.472
H 0.084 -0.472 -0.194
O -0.120 -0.146 0.203
O -0.355 -0.128 -0.445

***

This record from OMol25 describes a structure of composition H10N2O11Zn. The level of theory is ωB97M-V/def2-TZVPD.

F_max, eV/Å: 2.552

Last column: Mulliken charge in e.
Atoms and positions in Å:
H1 -19.304 8.114 14.296  0.296
O1 -16.957 7.514 16.975  -0.578
H2 -20.189 9.639 18.186  0.296
H3 -18.394 5.618 14.947  0.286
O2 -15.620 7.050 18.631  -0.554
O3 -18.769 8.542 14.978  -0.506
O4 -21.136 7.550 16.390  -0.424
N1 -15.825 7.044 17.405  0.754
O5 -16.360 9.810 15.613  -0.691
H4 -18.951 10.248 17.503  0.300
O6 -19.284 5.951 20.590  -0.574
H5 -18.976 4.834 16.142  0.275
O7 -18.806 5.730 15.813  -0.419
O8 -19.393 9.409 17.691  -0.386
H6 -21.593 6.748 16.099  0.293
O9 -19.186 4.483 19.000  -0.620
O10 -19.335 6.576 18.538  -0.410
O11 -15.031 6.545 16.605  -0.548
Zn1 -19.090 7.589 16.805  0.944
H7 -16.681 8.979 16.041  0.510
H8 -18.267 9.234 14.518  0.299
H9 -15.715 10.169 16.230  0.302
H10 -21.604 8.279 15.961  0.304
N2 -19.274 5.647 19.412  0.851

Forces on the atoms, in the same order (eV/Å):
H 0.120 0.079 0.047
O -0.178 0.734 -0.717
H 0.156 -0.326 0.156
H 0.229 0.108 0.224
O -0.300 0.369 -1.469
O -0.609 0.005 -1.044
O -0.688 0.059 -0.518
N 0.502 -1.301 1.760
O -0.650 -0.050 0.033
H 0.231 -0.281 -0.077
O -0.160 -0.047 -0.173
H 0.079 0.314 0.509
O -0.432 -0.497 -0.795
O -0.341 0.871 0.104
H 0.205 -0.044 0.275
O -0.163 0.204 0.052
O -0.622 1.195 -0.510
O -0.751 0.698 0.075
Zn 1.608 -1.296 1.499
H 0.693 0.077 0.015
H 0.407 -0.013 0.541
H 0.018 -0.041 -0.080
H 0.125 0.000 0.129
N 0.520 -0.820 -0.036

***

This record from OMol25 describes a cluster of 6 separate species, H10O4S in total. The level of theory is ωB97M-V/def2-TZVPD.

F_max, eV/Å: 1.428

Last column: Mulliken charge in e.
Atoms and positions in Å:
O1 -0.246 -2.255 0.275  -0.419
H1 0.196 2.169 -1.016  0.207
H2 -0.234 1.551 -1.132  -0.206
O2 2.676 1.784 0.785  -0.531
H3 -1.040 -1.743 0.012  0.436
H4 2.133 -1.810 -1.508  0.224
O3 -2.455 -0.986 -0.231  -0.752
H5 3.451 1.615 1.308  0.300
O4 -1.793 0.952 1.045  -0.581
H6 2.421 1.053 0.217  0.313
H7 -3.154 -0.819 -0.883  0.288
H8 0.424 -1.831 -0.293  0.234
H9 -2.088 0.792 1.948  0.288
H10 -2.121 0.126 0.497  0.416
S1 1.831 -0.597 -1.023  -0.216

Forces on the atoms, in the same order (eV/Å):
O 0.347 0.060 0.232
H -0.380 -0.530 -0.110
H 0.359 0.602 0.116
O -0.889 1.080 -0.286
H -0.772 0.354 0.048
H 0.182 -0.134 0.024
O -0.067 -0.358 -0.183
H 0.407 -0.658 0.012
O -0.161 -0.038 -0.009
H 0.697 -0.031 0.646
H 0.255 -0.102 0.104
H 0.288 -0.245 -0.653
H -0.013 0.006 -0.012
H 0.385 0.354 0.157
S -0.639 -0.362 -0.085

***

This record from OMol25 describes a structure of composition H10O4S. The level of theory is ωB97M-V/def2-TZVPD.

F_max, eV/Å: 3.044

Last column: Mulliken charge in e.
Atoms and positions in Å:
S1 0.172 -1.734 -0.927  -0.225
O1 2.683 0.133 -0.198  -0.504
H1 -1.658 -0.432 -0.617  0.270
H2 0.078 -1.941 -2.219  0.228
H3 1.897 -0.365 -0.441  0.264
H4 -1.729 2.197 2.179  0.226
O2 -2.365 0.228 -0.485  -0.552
H5 0.675 2.298 -0.277  0.296
H6 -0.039 -1.483 2.185  -0.243
H7 0.272 -2.207 2.335  0.253
H8 -2.017 0.721 0.299  0.446
O3 0.690 1.621 0.339  -0.439
H9 -0.166 1.599 0.775  0.384
O4 -1.429 1.505 1.649  -0.713
H10 3.300 -0.544 0.176  0.310

Forces on the atoms, in the same order (eV/Å):
S 0.064 0.151 1.216
O 1.387 -1.000 0.314
H -0.625 0.248 -0.233
H -0.018 0.044 -1.001
H -0.044 0.098 0.144
H -0.907 1.951 1.451
O 0.676 -0.266 0.332
H -0.023 2.200 -2.103
H 0.692 -1.599 0.361
H -0.697 1.626 -0.345
H -0.631 0.202 -0.240
O 1.461 -2.259 1.145
H -1.888 -0.255 0.960
O 1.267 -2.015 -1.520
H -0.712 0.873 -0.483

***

This record from OMol25 describes a cluster of 5 separate species, H10O5 in total. The level of theory is ωB97M-V/def2-TZVPD.

F_max, eV/Å: 2.838
SMILES: O.O.O.O.O

Last column: Mulliken charge in e.
Atoms and positions in Å:
O1 -0.869 -0.899 -2.523  -0.637
H1 0.614 -1.966 0.514  0.282
H2 2.020 1.288 1.338  0.291
H3 0.939 1.947 0.509  0.379
H4 -1.064 0.475 -0.918  0.288
O2 1.833 1.992 0.747  -0.649
H5 -0.535 -1.790 -2.460  0.302
H6 0.065 0.193 0.077  0.461
H7 -2.002 -0.333 2.409  0.271
H8 -1.366 0.727 1.429  0.409
O3 -0.544 0.891 -0.220  -0.743
H9 1.616 -1.271 -0.429  0.323
H10 -0.410 -0.452 -3.271  0.337
O4 -1.466 0.420 2.379  -0.663
O5 1.170 -1.222 0.420  -0.649

Forces on the atoms, in the same order (eV/Å):
O 0.144 0.975 -0.642
H -0.830 -1.359 0.075
H 0.018 -0.936 0.814
H -2.066 -0.157 -0.504
H 0.127 0.005 -0.129
O 2.246 1.245 -0.278
H 0.208 -0.332 -0.224
H 0.034 -0.122 -0.139
H -1.252 -1.592 -0.199
H -0.285 -0.653 1.280
O -0.370 0.095 0.130
H 0.046 -0.178 -0.091
H -0.411 -0.673 0.803
O 1.474 2.226 -0.963
O 0.916 1.457 0.067

***

This record from OMol25 describes a cluster of 5 separate species, H10O5 in total. The level of theory is ωB97M-V/def2-TZVPD.

F_max, eV/Å: 1.959
SMILES: O.O.O.O.O

Last column: Mulliken charge in e.
Atoms and positions in Å:
O1 -2.326 -1.574 0.401  -0.642
H1 1.513 -1.053 2.232  0.300
H2 -2.602 -1.616 2.276  0.365
H3 -2.163 -1.857 -0.489  0.306
O2 -2.053 -1.902 3.011  -0.636
H4 -2.484 -2.180 3.799  0.287
O3 0.605 2.285 -2.290  -0.657
H5 -0.187 1.898 -2.635  0.306
H6 3.886 2.537 -3.549  0.318
H7 -1.428 -1.412 0.689  0.331
H8 0.010 -1.004 2.269  0.331
O4 0.772 -0.879 1.677  -0.641
H9 0.317 2.842 -1.546  0.317
O5 3.532 1.829 -3.007  -0.638
H10 2.610 2.087 -2.839  0.354

Forces on the atoms, in the same order (eV/Å):
O -0.001 0.311 0.116
H 0.976 -0.223 0.541
H -0.715 -0.400 0.415
H -0.345 -0.329 -0.820
O 1.792 0.452 -0.651
H -1.028 -0.085 0.454
O 0.518 0.735 0.696
H -0.635 -0.357 -0.311
H 0.059 0.044 -0.052
H 0.514 0.132 0.343
H 0.194 -0.023 -0.043
O -1.393 0.169 -0.356
H 0.202 -0.355 -0.406
O -0.331 0.109 0.066
H 0.191 -0.179 0.009

***

| no. | E_tot (eV) |
| --- | --- |
| 1 | -86366.724 |
| 2 | -74076.608 |
| 3 | -19179.172 |
| 4 | -19178.974 |
| 5 | -10399.791 |
| 6 | -10399.727 |